{"formula": "C40H45F5HgN5O2S2", "method": "ωB97M-V with the def2-TZVPD basis set", "total_charge": -2, "homo_lumo_gap_ev": [4.51, 5.08], "e_tot_ev": -93188.9504, "relative_energy_kcal_mol": 0.0, "s_squared": 0.773, "e_lumo_ev": [4.15, 4.14], "multiplicity": 2, "elements": ["Hg", "C", "C", "C", "N", "C", "S", "N", "C", "O", "C", "C", "C", "C", "C", "C", "H", "H", "H", "H", "H", "H", "H", "H", "H", "H", "H", "H", "H", "H", "F", "C", "C", "C", "F", "C", "F", "C", "F", "C", "F", "C", "C", "C", "C", "C", "C", "C", "C", "C", "C", "C", "C", "N", "H", "H", "H", "H", "H", "H", "H", "H", "H", "H", "H", "H", "H", "H", "H", "H", "H", "C", "C", "C", "N", "C", "S", "N", "C", "O", "C", "C", "C", "C", "C", "C", "H", "H", "H", "H", "H", "H", "H", "H", "H", "H", "H", "H", "H", "H"], "xyz": [[0.20766, 0.73267, 0.33332], [0.53845, -4.02315, -6.36802], [0.40907, -3.75532, -4.87418], [0.16174, -2.27612, -4.59972], [-0.02792, -2.02586, -3.18390], [-1.14814, -1.70132, -2.51348], [-1.40161, -2.22023, -0.95180], [-2.11070, -0.95256, -3.16499], [-2.07250, -0.08294, -4.26096], [-3.09119, 0.09194, -4.89690], [-0.80639, 0.62620, -4.61562], [-0.62586, 0.99691, -5.94540], [0.53768, 1.64220, -6.33123], [1.51030, 1.94118, -5.38361], [1.30220, 1.61989, -4.05142], [0.14599, 0.95826, -3.66351], [0.71839, -5.08009, -6.57049], [1.36649, -3.45471, -6.79634], [-0.37185, -3.73102, -6.89667], [1.32281, -4.06659, -4.35968], [-0.41121, -4.33580, -4.44466], [-0.71517, -1.94911, -5.15273], [1.00532, -1.68025, -4.96501], [0.69943, -2.35944, -2.56342], [-3.00782, -0.96672, -2.70238], [-1.39800, 0.75380, -6.66431], [0.68786, 1.91286, -7.36916], [2.43013, 2.43115, -5.67895], [2.03958, 1.88290, -3.30553], [-0.02742, 0.74016, -2.61891], [0.44776, -2.23638, 1.98549], [0.59550, -1.19999, 2.83105], [0.71913, 0.08518, 2.35240], [0.86713, 1.07036, 3.30532], [1.00990, 2.36243, 2.93760], [0.88767, 0.81772, 4.66683], [1.03689, 1.80134, 5.57081], [0.75543, -0.48695, 5.10332], [0.77266, -0.76386, 6.41847], [0.61008, -1.50715, 4.18236], [0.49361, -2.77278, 4.62165], [-3.67248, 0.72544, 1.52184], [-4.15664, 1.70770, 0.44799], [-4.46363, 0.95390, -0.84569], [-3.22128, 2.88446, 0.23242], [-3.70152, 4.14563, 0.53691], [-2.93418, 5.29744, 0.39976], [-1.64846, 5.14837, -0.10184], [-1.11722, 3.91713, -0.45026], [0.24644, 3.89332, -1.10487], [0.17744, 4.51862, -2.50041], [1.33777, 4.55921, -0.26575], [-1.87351, 2.69883, -0.26241], [-1.48210, 1.43636, -0.54760], [-4.48076, 0.04264, 1.80650], [-3.33846, 1.25544, 2.41772], [-2.83798, 0.13968, 1.13948], [-5.09916, 2.14217, 0.80598], [-3.54185, 0.48782, -1.18621], [-4.83174, 1.63246, -1.61909], [-5.21633, 0.17571, -0.67461], [-4.71520, 4.22496, 0.92585], [-3.32742, 6.27163, 0.66556], [-1.03927, 6.03685, -0.25377], [0.52498, 2.84612, -1.22783], [-0.09046, 5.57758, -2.42875], [-0.58230, 4.02097, -3.10645], [1.13454, 4.44227, -3.02341], [1.16355, 5.63421, -0.16268], [2.32018, 4.42633, -0.73129], [1.37225, 4.12948, 0.73781], [7.76307, -2.24740, -0.90382], [6.40481, -1.72858, -0.44834], [6.05760, -0.40744, -1.12425], [4.69089, 0.02212, -0.82430], [3.64512, -0.44311, -1.57632], [2.28425, -1.14966, -0.81947], [3.69430, -0.33358, -2.90942], [4.60049, 0.22229, -3.87322], [4.67053, -0.41496, -4.95589], [5.29555, 1.43821, -3.58594], [6.42633, 1.76727, -4.38148], [7.14260, 2.92160, -4.15482], [6.76710, 3.81782, -3.14737], [5.63001, 3.53180, -2.38924], [4.90146, 2.37767, -2.59837], [8.03460, -3.16962, -0.38713], [8.54989, -1.51324, -0.71340], [7.75837, -2.45135, -1.97643], [6.40298, -1.59468, 0.63848], [5.62062, -2.45554, -0.67434], [6.15971, -0.50281, -2.20385], [6.74677, 0.38365, -0.81656], [4.45028, -0.05676, 0.15371], [2.98811, -0.89078, -3.37159], [6.70900, 1.07752, -5.16614], [8.00798, 3.13963, -4.77258], [7.33509, 4.72291, -2.97083], [5.29905, 4.23091, -1.62905], [4.00645, 2.20642, -2.01622]], "forces_ev_per_a": [[-0.713, 0.008, 0.530], [0.019, -0.011, -0.017], [0.032, 0.021, -0.001], [0.037, 0.102, 0.046], [-0.057, -0.050, 0.089], [0.067, 0.119, -0.146], [-0.045, 0.067, 0.012], [0.079, -0.113, 0.002], [0.168, 0.015, -0.123], [-0.145, 0.065, 0.065], [-0.147, -0.090, 0.045], [0.074, -0.066, -0.057], [-0.052, -0.019, 0.008], [0.043, 0.043, 0.004], [-0.033, -0.020, 0.002], [0.085, 0.034, 0.080], [0.002, 0.000, 0.006], [0.000, 0.006, 0.010], [-0.004, -0.001, 0.002], [-0.017, -0.005, 0.021], [-0.005, -0.001, -0.013], [-0.071, 0.001, 0.004], [-0.031, 0.030, -0.056], [0.038, -0.011, 0.028], [-0.049, -0.040, -0.008], [-0.007, 0.013, 0.003], [0.012, -0.013, -0.002], [0.002, -0.013, 0.005], [0.036, 0.016, -0.002], [-0.076, -0.001, 0.123], [-0.025, 0.016, -0.011], [0.025, -0.074, 0.006], [0.271, 0.134, -0.121], [0.078, -0.071, 0.107], [-0.027, 0.019, -0.032], [0.001, -0.096, -0.053], [0.011, 0.056, 0.033], [-0.001, 0.005, -0.024], [0.008, -0.009, 0.057], [0.040, 0.077, -0.015], [-0.018, -0.055, 0.006], [0.014, 0.011, 0.014], [0.039, 0.003, 0.059], [-0.091, -0.041, -0.007], [-0.008, 0.069, -0.118], [-0.025, -0.055, 0.051], [0.038, 0.043, -0.015], [-0.044, 0.017, -0.032], [-0.030, -0.104, 0.078], [-0.003, 0.044, -0.011], [-0.008, 0.008, -0.008], [0.035, -0.044, 0.022], [-0.004, -0.082, 0.049], [0.322, 0.178, -0.408], [0.004, -0.004, -0.011], [-0.028, 0.011, -0.004], [0.011, -0.001, -0.005], [0.007, 0.001, 0.013], [0.090, 0.000, -0.074], [0.013, -0.016, -0.008], [-0.007, 0.015, 0.008], [0.002, 0.009, -0.018], [0.004, 0.003, -0.003], [0.002, -0.002, 0.010], [-0.002, -0.071, -0.073], [0.000, -0.008, -0.008], [0.009, -0.005, 0.006], [0.046, 0.007, -0.006], [-0.012, -0.007, 0.005], [-0.007, 0.012, -0.009], [0.004, -0.008, -0.008], [0.013, -0.016, -0.003], [0.032, 0.024, 0.005], [-0.033, 0.139, -0.043], [-0.121, -0.240, 0.054], [-0.020, 0.080, -0.038], [0.217, 0.020, -0.064], [-0.160, -0.154, -0.026], [0.114, 0.085, -0.129], [0.121, -0.084, 0.120], [-0.151, -0.027, -0.070], [-0.001, 0.049, -0.034], [-0.025, 0.004, 0.001], [0.042, 0.014, -0.010], [-0.034, -0.033, 0.000], [0.054, 0.006, 0.080], [-0.005, -0.001, 0.001], [-0.008, 0.007, 0.009], [-0.004, 0.007, 0.000], [-0.028, -0.006, 0.003], [0.012, -0.011, -0.015], [0.006, 0.008, 0.006], [0.019, -0.013, -0.002], [0.052, -0.006, 0.036], [-0.062, 0.082, -0.017], [-0.005, 0.002, -0.005], [0.009, -0.007, 0.008], [-0.007, 0.003, -0.008], [-0.014, 0.004, -0.007], [0.014, -0.009, 0.040]]}



{"formula": "C40H45GeN5O2SSc", "method": "ωB97M-V with the def2-TZVPD basis set", "total_charge": 1, "homo_lumo_gap_ev": 6.75, "e_tot_ev": -141804.2978, "relative_energy_kcal_mol": 79.7, "e_lumo_ev": -2.84, "multiplicity": 1, "elements": ["Sc", "C", "N", "C", "C", "C", "C", "C", "C", "N", "C", "C", "C", "C", "C", "C", "N", "C", "C", "C", "C", "C", "N", "H", "H", "H", "H", "H", "H", "H", "H", "H", "H", "H", "H", "H", "H", "H", "H", "H", "H", "O", "C", "O", "C", "C", "C", "C", "C", "C", "S", "H", "H", "H", "H", "C", "C", "C", "C", "Ge", "C", "C", "C", "C", "H", "H", "H", "H", "H", "H", "H", "H", "H", "H", "H", "H", "H", "H", "H", "H", "H", "H", "H", "N", "C", "C", "C", "C", "C", "C", "C", "H", "H", "H", "H"], "xyz": [[-0.16595, 0.49754, -0.68539], [-1.59940, -2.03729, -1.91174], [-1.41220, -0.73066, -2.56233], [-2.69508, -0.07629, -2.85770], [-2.54226, 1.42025, -2.84438], [-3.24616, 2.24314, -3.71335], [-3.12676, 3.61678, -3.57785], [-2.30980, 4.12161, -2.57906], [-1.62766, 3.22911, -1.76749], [-1.73461, 1.90649, -1.89414], [-0.63659, -0.87146, -3.80202], [0.84881, -0.71494, -3.61101], [1.69956, -0.76891, -4.71348], [3.06210, -0.65714, -4.51083], [3.53173, -0.50259, -3.21269], [2.61535, -0.44022, -2.18523], [1.29458, -0.54367, -2.37092], [-2.36628, -1.88419, -0.62750], [-3.27779, -2.84320, -0.20727], [-3.97086, -2.63680, 0.97275], [-3.74518, -1.46656, 1.67815], [-2.81927, -0.56113, 1.18647], [-2.13294, -0.75730, 0.06017], [-2.12297, -2.74174, -2.57570], [-0.60704, -2.45132, -1.69468], [-3.11639, -0.42213, -3.81306], [-3.42040, -0.33542, -2.08044], [-3.87507, 1.81005, -4.47739], [-3.66154, 4.28006, -4.24183], [-2.18612, 5.18313, -2.43497], [-0.95398, 3.57694, -0.99543], [-0.83199, -1.85359, -4.25816], [-0.97793, -0.12622, -4.52494], [1.28933, -0.89495, -5.70490], [3.74536, -0.69194, -5.34537], [4.58498, -0.41732, -2.99924], [2.93485, -0.28313, -1.16551], [-3.43138, -3.73456, -0.79561], [-4.68286, -3.36854, 1.32644], [-4.26734, -1.25599, 2.59725], [-2.60728, 0.35874, 1.71198], [-0.98643, 1.81441, 0.94606], [-0.53430, 2.28810, 1.98680], [0.74374, 2.08455, 2.31938], [-1.22467, 3.09222, 2.97160], [-2.55522, 3.51169, 2.94078], [-3.02233, 4.26648, 3.99465], [-2.17383, 4.60051, 5.05829], [-0.85515, 4.19854, 5.09807], [-0.38584, 3.43115, 4.03353], [1.20277, 2.77827, 3.77805], [-3.18542, 3.24092, 2.10874], [-4.04638, 4.60698, 4.00813], [-2.56202, 5.19696, 5.87054], [-0.21918, 4.46825, 5.92451], [2.45612, -3.97474, -1.08648], [3.52149, -3.97888, -0.00604], [3.05058, -3.41854, 1.33283], [2.72181, -1.92108, 1.29661], [0.79168, -1.42834, 1.02127], [0.19467, -1.14379, 2.91776], [0.37620, -2.29133, 3.91163], [-0.90690, -3.05994, 4.21535], [-1.44952, -3.85244, 3.03893], [2.84290, -4.38437, -2.01861], [2.09153, -2.96576, -1.28838], [1.59958, -4.57437, -0.78172], [4.39047, -3.40742, -0.34368], [3.86925, -5.00480, 0.13595], [3.83452, -3.60099, 2.07166], [2.18177, -3.99249, 1.66270], [3.36350, -1.45473, 0.54949], [3.00862, -1.46239, 2.24623], [0.15368, -2.80615, 0.64674], [-0.84873, -0.81181, 2.94087], [0.78446, -0.29093, 3.25813], [0.76253, -1.89640, 4.85526], [1.13481, -2.98842, 3.55216], [-1.66910, -2.35338, 4.56024], [-0.72356, -3.73764, 5.05233], [-1.65084, -3.20620, 2.18421], [-2.37084, -4.36909, 3.30099], [-0.72829, -4.59956, 2.71210], [5.90749, 4.94519, -1.94743], [4.96621, 4.32721, -1.73109], [3.79944, 3.55688, -1.45981], [2.71361, 3.61348, -2.32918], [1.58885, 2.84984, -2.06108], [1.47684, 2.02244, -0.92941], [2.60635, 1.99415, -0.08729], [3.74889, 2.73907, -0.33606], [2.76240, 4.24357, -3.20467], [0.77318, 2.90778, -2.78578], [2.61860, 1.33753, 0.77860], [4.60437, 2.68519, 0.32389]], "forces_ev_per_a": [[-0.338, -0.152, -0.744], [-0.002, -0.170, -0.062], [0.084, 0.129, 0.159], [-0.169, -0.064, -0.046], [-0.083, 0.025, -0.085], [0.113, -0.109, 0.150], [0.057, -0.019, 0.089], [0.027, -0.125, 0.033], [-0.085, 0.252, -0.021], [0.137, -0.086, -0.027], [0.019, -0.046, -0.094], [0.056, -0.144, -0.163], [-0.052, -0.029, 0.213], [-0.133, -0.006, 0.124], [-0.105, -0.018, -0.015], [0.271, -0.075, 0.075], [-0.317, 0.381, 0.136], [-0.084, -0.089, 0.009], [0.181, 0.183, -0.028], [-0.035, 0.141, -0.043], [0.064, 0.067, -0.121], [-0.152, -0.064, 0.152], [0.012, -0.081, -0.037], [0.062, 0.069, 0.063], [-0.047, -0.002, 0.000], [0.069, 0.055, 0.130], [0.097, 0.010, -0.094], [-0.032, -0.034, -0.030], [-0.025, 0.041, -0.034], [0.017, 0.073, 0.010], [-0.011, 0.019, 0.007], [-0.021, 0.110, -0.002], [0.035, 0.035, 0.080], [-0.030, -0.023, -0.062], [0.059, 0.002, -0.073], [0.083, 0.015, 0.020], [0.015, -0.075, -0.033], [-0.009, -0.067, -0.070], [-0.012, -0.035, 0.029], [-0.039, 0.028, 0.093], [-0.035, 0.012, 0.016], [0.173, -0.138, 0.041], [0.006, 0.010, -0.122], [-0.050, 0.050, 0.093], [0.147, 0.005, 0.134], [0.086, 0.032, 0.183], [0.017, -0.056, -0.085], [-0.012, 0.012, -0.043], [0.019, -0.121, -0.147], [-0.057, -0.008, -0.110], [-0.113, 0.005, -0.036], [-0.087, -0.027, -0.113], [-0.056, 0.016, -0.014], [-0.029, 0.033, 0.061], [0.093, 0.033, 0.100], [-0.080, 0.063, -0.094], [0.058, -0.041, 0.090], [0.040, -0.105, 0.025], [-0.131, 0.042, 0.025], [0.288, -0.093, 0.349], [-0.026, 0.128, -0.173], [0.000, -0.107, 0.142], [0.032, -0.016, 0.095], [0.058, 0.066, -0.104], [0.009, -0.020, -0.087], [-0.018, 0.038, -0.008], [-0.097, -0.063, 0.017], [0.053, 0.039, -0.012], [0.022, -0.012, 0.032], [0.041, -0.012, 0.017], [-0.060, -0.063, 0.054], [0.057, 0.136, -0.104], [-0.057, 0.044, 0.048], [-0.045, -0.057, -0.035], [-0.041, 0.050, -0.002], [0.054, 0.089, -0.028], [-0.011, -0.005, 0.027], [0.079, -0.115, -0.004], [-0.009, 0.055, 0.026], [-0.009, -0.027, 0.015], [0.047, -0.033, 0.033], [-0.117, -0.057, 0.030], [0.083, -0.087, -0.048], [0.277, 0.183, -0.075], [0.161, 0.104, -0.013], [-0.302, -0.134, -0.018], [-0.011, -0.096, 0.074], [-0.155, -0.039, 0.064], [0.122, 0.129, -0.013], [-0.136, 0.049, -0.088], [-0.090, -0.089, 0.028], [0.025, 0.056, -0.085], [0.117, -0.027, 0.112], [-0.038, 0.039, 0.013], [0.027, 0.008, 0.027]]}



> Which formula does entry 1 have?

C40H45F5HgN5O2S2